A.
C5H11O3 | the ωB97M-V functional and the def2-TZVPD basis

As for the HOMO energy (spin up / spin down): -10.170 / -10.196 eV. The gap between HOMO and LUMO (spin up / spin down) comes out at 10.90 / 8.52 eV. The spin multiplicity is 2.

Geometry (Å):
1 O -1.644 0.406 -1.489
2 C -0.627 0.435 -2.132
3 C 0.757 0.285 -1.591
4 C 0.982 0.868 -0.178
5 C 0.247 0.067 0.900
6 C 1.132 -1.119 1.388
7 O 1.181 -2.099 0.461
8 H -0.690 0.527 -3.240
9 H 1.556 0.597 -2.261
10 H 0.885 -0.794 -1.473
11 H 0.674 1.922 -0.189
12 H 2.051 0.843 0.029
13 H -0.109 0.653 1.739
14 H -0.640 -0.377 0.442
15 H 2.116 -0.724 1.673
16 H 0.578 -1.514 2.260
17 H -2.741 -0.702 1.539
18 H -2.654 0.518 0.647
19 O -3.053 0.208 1.475

B.
C5H11O3 | the ωB97M-V functional and the def2-TZVPD basis

As for the HOMO energy (spin up / spin down): -9.754 / -10.273 eV. The gap between HOMO and LUMO (spin up / spin down) comes out at 10.46 / 8.42 eV. The spin multiplicity is 2.

Geometry (Å):
1 C 0.121 -1.942 0.361
2 O 0.189 -2.816 -0.798
3 C -1.288 -1.158 0.616
4 C -1.303 0.449 0.671
5 C -0.100 1.030 0.046
6 C 0.163 2.315 0.280
7 O 0.933 2.916 -0.419
8 H 0.303 -2.762 1.033
9 H 0.817 -1.147 0.356
10 H -1.450 -1.608 1.573
11 H -2.084 -1.363 -0.061
12 H -2.351 0.786 0.404
13 H -1.353 0.680 1.761
14 H 0.303 0.551 -0.809
15 H 0.136 -2.390 -1.640
16 H -0.201 2.817 1.077
17 H 2.748 1.002 -0.851
18 H 1.794 1.548 -1.792
19 O 2.624 1.090 -1.807

Of them, the most stable is A and the least stable is B.

A.
C21H26N2O5S | the ωB97M-V functional and the def2-TZVPD basis

As for the HOMO energy: -8.122 eV. As for the SMILES: C=C(C)CN(CC)C(=O)COc1ccc(S(=O)(=O)Nc2ccc(OC)cc2)cc1. The gap between HOMO and LUMO comes out at 8.70 eV. The spin multiplicity is 1.

Geometry (Å):
1 C 3.918 0.019 0.682
2 C 4.851 -0.686 0.064
3 C 6.077 -1.197 0.757
4 C 4.773 -1.071 -1.394
5 N 3.765 -0.339 -2.135
6 C 4.111 1.017 -2.513
7 C 4.895 1.054 -3.826
8 C 2.636 -0.982 -2.480
9 O 2.457 -2.170 -2.270
10 C 1.527 -0.161 -3.159
11 O 1.139 1.003 -2.456
12 C 0.627 0.885 -1.202
13 C 0.375 -0.320 -0.550
14 C -0.130 -0.304 0.739
15 C -0.383 0.897 1.367
16 S -1.117 0.931 2.993
17 O -0.982 -0.351 3.611
18 O -0.681 2.095 3.706
19 N -2.739 1.220 2.652
20 C -3.393 0.473 1.668
21 C -3.243 -0.907 1.634
22 C -3.878 -1.663 0.664
23 C -4.685 -1.049 -0.287
24 O -5.355 -1.695 -1.284
25 C -5.251 -3.096 -1.361
26 C -4.844 0.337 -0.244
27 C -4.201 1.089 0.715
28 C -0.144 2.100 0.727
29 C 0.364 2.097 -0.554
30 H 3.994 0.260 1.728
31 H 3.032 0.374 0.183
32 H 6.051 -0.957 1.815
33 H 6.149 -2.278 0.643
34 H 6.973 -0.757 0.320
35 H 4.519 -2.134 -1.467
36 H 5.749 -0.920 -1.867
37 H 4.717 1.436 -1.706
38 H 3.211 1.622 -2.606
39 H 5.824 0.495 -3.742
40 H 4.310 0.623 -4.635
41 H 5.135 2.082 -4.080
42 H 1.865 0.196 -4.136
43 H 0.673 -0.833 -3.307
44 H 0.582 -1.267 -1.021
45 H -0.312 -1.223 1.272
46 H -2.930 2.210 2.630
47 H -2.630 -1.381 2.382
48 H -3.737 -2.732 0.668
49 H -4.218 -3.415 -1.535
50 H -5.633 -3.578 -0.455
51 H -5.866 -3.390 -2.211
52 H -5.478 0.804 -0.982
53 H -4.332 2.161 0.736
54 H -0.338 3.022 1.252
55 H 0.571 3.016 -1.078

B.
C21H26N2O5S | the ωB97M-V functional and the def2-TZVPD basis

As for the HOMO energy: -8.722 eV. As for the SMILES: CC[C@H](Oc1ccccc1)C(=O)Nc1ccc(S(=O)(=O)NC[C@H]2CCCO2)cc1. The gap between HOMO and LUMO comes out at 9.29 eV. The spin multiplicity is 1.

Geometry (Å):
1 C 5.219 -0.724 -0.922
2 C 4.888 -2.030 -0.209
3 C 3.380 -2.249 -0.020
4 O 2.783 -2.316 -1.302
5 C 1.461 -2.663 -1.399
6 C 0.959 -2.750 -2.697
7 C -0.367 -3.069 -2.910
8 C -1.210 -3.305 -1.835
9 C -0.711 -3.221 -0.549
10 C 0.618 -2.900 -0.321
11 C 2.783 -1.129 0.847
12 O 2.813 -1.179 2.056
13 N 2.253 -0.127 0.099
14 C 1.457 0.945 0.496
15 C 1.171 1.209 1.835
16 C 0.308 2.240 2.154
17 C -0.255 3.001 1.149
18 S -1.452 4.260 1.564
19 O -0.970 5.005 2.689
20 O -1.820 4.953 0.364
21 N -2.818 3.477 2.102
22 C -3.643 2.768 1.159
23 C -3.474 1.240 1.196
24 C -4.408 0.540 0.187
25 C -3.490 -0.467 -0.505
26 C -2.139 0.235 -0.394
27 O -2.146 0.845 0.880
28 C 0.057 2.779 -0.177
29 C 0.916 1.751 -0.506
30 H 4.912 0.134 -0.329
31 H 6.292 -0.659 -1.085
32 H 4.724 -0.686 -1.889
33 H 5.351 -2.047 0.779
34 H 5.276 -2.869 -0.789
35 H 3.233 -3.195 0.520
36 H 1.630 -2.567 -3.522
37 H -0.743 -3.135 -3.919
38 H -2.246 -3.554 -2.002
39 H -1.356 -3.406 0.297
40 H 0.974 -2.834 0.695
41 H 2.355 -0.237 -0.903
42 H 1.609 0.595 2.604
43 H 0.068 2.464 3.181
44 H -2.691 3.031 2.995
45 H -3.374 3.163 0.177
46 H -4.695 3.004 1.358
47 H -3.662 0.898 2.223
48 H -5.255 0.068 0.679
49 H -4.784 1.268 -0.532
50 H -3.774 -0.667 -1.535
51 H -3.463 -1.406 0.048
52 H -1.285 -0.444 -0.432
53 H -2.030 0.994 -1.182
54 H -0.386 3.414 -0.927
55 H 1.158 1.552 -1.541

Of them, the most stable is B and the least stable is A.

A.
C2H2F2S2 | the ωB97M-V functional and the def2-TZVPD basis

As for the HOMO energy (spin up / spin down): -9.944 / -9.944 eV. As for the SMILES: FC=S.FC=S. The gap between HOMO and LUMO (spin up / spin down) comes out at 9.19 / 9.18 eV. The spin multiplicity is 1.

Geometry (Å):
1 F -1.292 0.770 -2.337
2 C -1.143 0.349 -1.045
3 S -1.865 -1.019 -0.517
4 H -0.308 0.817 -0.582
5 F 0.365 0.252 2.052
6 C 1.140 -0.343 1.135
7 S 2.201 0.520 0.284
8 H 0.902 -1.347 1.012

B.
C2H2F2S2 | the ωB97M-V functional and the def2-TZVPD basis

As for the HOMO energy: -9.574 eV. As for the SMILES: FC=S.FC=S. The gap between HOMO and LUMO comes out at 8.92 eV. The spin multiplicity is 1.

Geometry (Å):
1 F 2.966 -0.618 -0.358
2 C 2.124 -0.176 -1.289
3 S 0.697 0.454 -0.915
4 H 2.686 -0.009 -2.252
5 F -2.288 -1.188 1.288
6 C -1.994 0.090 1.233
7 S -3.063 1.123 0.628
8 H -1.127 0.324 1.666

C.
C2H2F2S2 | the ωB97M-V functional and the def2-TZVPD basis

As for the HOMO energy (spin up / spin down): -9.660 / -9.661 eV. As for the SMILES: FC(=S)[C@@H](F)S. The gap between HOMO and LUMO (spin up / spin down) comes out at 8.31 / 8.31 eV. The spin multiplicity is 1.

Geometry (Å):
1 F 1.037 0.966 -1.167
2 C 0.958 0.281 -0.037
3 S 2.320 -0.779 0.397
4 C -0.380 0.156 0.618
5 F -1.089 1.327 0.940
6 S -1.331 -1.041 -0.479
7 H -0.217 -0.529 1.399
8 H -1.298 -0.380 -1.671

Of them, the most stable is C and the least stable is B.

A.
C2H2F2S2 | the ωB97M-V functional and the def2-TZVPD basis

As for the HOMO energy: -9.786 eV. As for the SMILES: FC(=S)[C@@H](F)S. The gap between HOMO and LUMO comes out at 9.02 eV. The spin multiplicity is 1.

Geometry (Å):
1 F -1.592 -1.271 -0.076
2 C -1.012 -0.136 0.237
3 S -1.727 1.291 0.164
4 C 0.530 -0.212 0.415
5 F 0.839 -1.309 1.094
6 S 1.414 -0.124 -1.170
7 H 0.870 0.755 1.033
8 H 0.679 1.007 -1.697

B.
C2H2F2S2 | the ωB97M-V functional and the def2-TZVPD basis

As for the HOMO energy (spin up / spin down): -9.457 / -9.067 eV. The gap between HOMO and LUMO (spin up / spin down) comes out at 8.11 / 7.13 eV. The spin multiplicity is 1.

Geometry (Å):
1 C 1.125 -0.980 -0.275
2 C 1.730 0.078 0.476
3 F 1.462 -2.224 -0.411
4 F 2.947 -0.126 1.057
5 S -1.622 -0.559 0.026
6 S 1.648 0.350 -1.309
7 H 1.133 0.686 1.122
8 H -1.737 -0.169 1.356

Of them, the most stable is A and the least stable is B.

A.
C3H13N2O | the ωB97M-V functional and the def2-TZVPD basis

As for the HOMO energy: -14.289 eV. As for the charge: +1. The gap between HOMO and LUMO comes out at 11.30 eV. The spin multiplicity is 1.

Geometry (Å):
1 C 0.203 -0.103 -0.377
2 C 0.152 1.002 0.667
3 C -1.244 1.428 1.204
4 N -2.291 0.767 0.471
5 N -0.545 -1.260 -0.107
6 H 0.005 0.171 -1.472
7 H 1.273 -0.403 -0.335
8 H 0.843 1.774 0.484
9 H 0.667 0.527 1.588
10 H -1.402 2.534 1.207
11 H -1.527 1.205 2.356
12 H -2.862 1.229 -0.308
13 H -0.105 -1.984 -0.660
14 H -2.990 0.267 1.037
15 H -0.568 -1.520 0.852
16 H -1.354 -0.490 -0.139
17 H 3.848 -1.213 -0.885
18 H 3.461 -1.726 -2.404
19 O 3.237 -1.360 -1.605

B.
C3H13N2O | the ωB97M-V functional and the def2-TZVPD basis

As for the HOMO energy: -14.573 eV. As for the charge: +1. The gap between HOMO and LUMO comes out at 5.19 eV. The spin multiplicity is 1.

Geometry (Å):
1 C 0.412 0.873 1.963
2 C 0.946 -0.398 1.368
3 C -0.115 -1.500 1.276
4 N 0.042 -2.133 0.008
5 N -0.743 1.320 1.202
6 H 0.063 0.752 3.005
7 H 1.230 1.610 1.952
8 H 1.205 -0.160 0.336
9 H 1.858 -0.720 1.867
10 H -1.133 -1.031 1.383
11 H -0.011 -2.254 2.066
12 H -0.091 -1.429 -0.769
13 H -0.582 -2.929 -0.129
14 H -0.976 2.287 1.422
15 H -0.034 1.539 -6.969
16 H -0.774 1.054 0.172
17 H -0.849 0.611 -1.972
18 H 0.106 2.252 -7.074
19 O -0.554 0.254 -1.109

Of them, the most stable is A and the least stable is B.

A.
C3H13N2O | the ωB97M-V functional and the def2-TZVPD basis

As for the HOMO energy: -13.172 eV. As for the charge: +1. The gap between HOMO and LUMO comes out at 9.86 eV. The spin multiplicity is 1.

Geometry (Å):
1 C 1.297 -2.204 1.367
2 O 1.519 -0.775 1.266
3 H 1.850 -2.678 0.563
4 H 1.515 -2.574 2.362
5 H 0.238 -2.383 1.177
6 H 2.322 -0.568 1.747
7 N -0.744 0.775 1.063
8 C -1.275 0.809 -0.335
9 C -0.155 1.028 -1.332
10 N -0.749 1.073 -2.649
11 H -0.028 0.007 1.160
12 H -0.264 1.632 1.341
13 H -1.469 0.626 1.767
14 H -1.798 -0.114 -0.560
15 H -1.956 1.657 -0.381
16 H 0.342 1.974 -1.089
17 H 0.640 0.276 -1.221
18 H -0.089 1.247 -3.371
19 H -1.197 0.193 -2.875

B.
C3H13N2O | the ωB97M-V functional and the def2-TZVPD basis

As for the HOMO energy: -13.712 eV. As for the charge: +1. The gap between HOMO and LUMO comes out at 10.64 eV. The spin multiplicity is 1.

Geometry (Å):
1 C 0.614 0.483 -1.253
2 N -0.751 0.632 -1.736
3 C 0.793 -0.747 -0.357
4 N -0.444 -1.332 0.177
5 C -1.220 -0.397 1.131
6 H 1.346 0.374 -2.098
7 H 0.955 1.407 -0.743
8 H -0.864 0.565 -2.737
9 H -1.275 1.436 -1.429
10 H 1.377 -1.458 -0.926
11 H 1.498 -0.541 0.427
12 H -0.362 -2.299 0.521
13 H -1.079 -1.560 -0.602
14 H -2.242 -0.767 1.209
15 H -0.736 -0.368 2.133
16 H -1.183 0.585 0.674
17 H 0.153 1.452 1.695
18 H 1.658 1.684 2.116
19 O 1.034 1.072 1.720

Of them, the most stable is A and the least stable is B.

A.
C3H13N2O | the ωB97M-V functional and the def2-TZVPD basis

As for the HOMO energy: -13.948 eV. As for the charge: +1. The gap between HOMO and LUMO comes out at 11.08 eV. The spin multiplicity is 1.

Geometry (Å):
1 C -2.289 -0.481 -0.273
2 C -1.035 -1.190 -0.775
3 C 0.154 -1.051 0.165
4 N 0.681 0.356 0.182
5 N -2.051 0.990 -0.161
6 H -2.620 -0.781 0.721
7 H -3.106 -0.696 -0.953
8 H -0.787 -0.837 -1.787
9 H -1.276 -2.244 -0.798
10 H -0.110 -1.290 1.194
11 H 0.945 -1.743 -0.076
12 H 0.979 0.664 -0.739
13 H 1.447 0.488 0.845
14 H -2.803 1.444 0.338
15 H -0.183 0.928 0.394
16 H -1.961 1.363 -1.103
17 H 3.789 1.804 0.845
18 H 4.476 0.465 0.519
19 O 3.620 0.862 0.719

B.
C3H13N2O | the ωB97M-V functional and the def2-TZVPD basis

As for the HOMO energy: -13.814 eV. As for the charge: +1. The gap between HOMO and LUMO comes out at 10.80 eV. The spin multiplicity is 1.

Geometry (Å):
1 N 0.634 -0.073 -1.096
2 C -0.652 0.675 -0.674
3 C -0.224 2.082 -0.145
4 C -1.160 -0.225 0.572
5 N -0.963 -1.628 0.303
6 H 1.324 0.388 -1.691
7 H 0.195 -0.919 -1.502
8 H 1.177 -0.402 -0.240
9 H -1.221 0.661 -1.584
10 H -0.160 2.194 0.909
11 H -0.922 2.921 -0.352
12 H 0.500 2.617 -0.787
13 H -0.469 0.145 1.340
14 H -2.153 0.168 0.969
15 H -0.839 -2.217 1.137
16 H -1.778 -1.923 -0.248
17 H 2.445 -1.900 0.396
18 H 2.349 -1.288 1.787
19 O 1.916 -1.276 0.904

C.
C3H13N2O | the ωB97M-V functional and the def2-TZVPD basis

As for the HOMO energy: -14.264 eV. As for the charge: +1. The gap between HOMO and LUMO comes out at 11.22 eV. The spin multiplicity is 1.

Geometry (Å):
1 C 0.274 -0.010 1.039
2 C 0.636 -0.829 -0.157
3 C -0.416 -1.857 -0.615
4 N -1.672 -1.174 -1.037
5 N -1.210 0.567 0.917
6 H 0.833 0.914 1.135
7 H 0.179 -0.605 1.946
8 H 1.020 -0.310 -1.025
9 H 1.411 -1.534 0.204
10 H 0.065 -2.454 -1.381
11 H -0.716 -2.445 0.257
12 H -1.791 -0.971 -2.020
13 H -1.681 -0.139 0.279
14 H -2.431 -1.799 -0.791
15 H -1.085 1.565 0.753
16 H -1.643 0.598 1.843
17 H 1.945 3.382 -0.603
18 H 2.963 3.052 0.369
19 O 2.293 2.602 -0.148

Of them, the most stable is A and the least stable is B.

A.
C6H14N2O | the ωB97M-V functional and the def2-TZVPD basis

As for the HOMO energy: -8.080 eV. As for the SMILES: CN(O)/N=C/C(C)(C)C. The gap between HOMO and LUMO comes out at 8.94 eV. The spin multiplicity is 1.

Geometry (Å):
1 C 1.089 -0.455 2.975
2 N 1.716 0.016 1.762
3 O 3.048 -0.488 1.677
4 N 1.129 -0.029 0.573
5 C -0.130 -0.013 0.391
6 C -0.704 0.158 -0.989
7 C -1.480 1.482 -1.005
8 C -1.670 -1.004 -1.267
9 C 0.402 0.188 -2.042
10 H 0.298 0.242 3.244
11 H 1.853 -0.461 3.748
12 H 0.670 -1.465 2.861
13 H 3.352 -0.236 0.798
14 H -0.861 -0.060 1.202
15 H -2.279 1.470 -0.265
16 H -1.919 1.649 -1.984
17 H -0.814 2.307 -0.779
18 H -2.147 -0.878 -2.238
19 H -2.446 -1.050 -0.507
20 H -1.133 -1.951 -1.265
21 H -0.027 0.290 -3.037
22 H 1.072 1.021 -1.858
23 H 0.981 -0.734 -1.995

B.
C6H14N2O | the ωB97M-V functional and the def2-TZVPD basis

As for the HOMO energy: -7.851 eV. The gap between HOMO and LUMO comes out at 8.65 eV. The spin multiplicity is 1.

Geometry (Å):
1 C -1.162 -0.232 -0.660
2 C 0.032 0.403 -1.149
3 C 1.621 0.654 0.157
4 C 0.458 -1.957 0.646
5 C 1.442 2.032 0.749
6 C -0.149 -0.582 0.752
7 N -1.532 -1.450 -1.331
8 N -2.259 0.596 -0.257
9 O -0.549 -0.044 1.770
10 H -2.059 -1.225 -2.170
11 H -2.129 -2.017 -0.738
12 H -1.925 1.482 0.107
13 H -2.753 0.160 0.517
14 H -0.017 1.472 -1.315
15 H 0.598 -0.175 -1.866
16 H 2.078 -0.019 0.880
17 H 2.303 0.637 -0.694
18 H -0.340 -2.700 0.669
19 H 1.136 -2.101 1.488
20 H 1.008 -2.099 -0.280
21 H 2.359 2.368 1.240
22 H 0.644 2.018 1.495
23 H 1.192 2.779 -0.009

Of them, the most stable is A and the least stable is B.